(1)
A structure of composition C3H4HgO4 at a distorted geometry, computed with ωB97M-V with the def2-TZVPD basis set.

Calculated values
LUMO level (spin up / spin down): -0.2179 / -0.2563 Eh
orbital gap (spin up / spin down): 6.84 / 6.17 eV
multiplicity: 2
molecular weight: 304.7 u
total energy: -570.65579 Eh
net charge: +1

Geometry as XYZ:
```
12
Properties=species:S:1:pos:R:3:nbo_charge:R:1
H -1.58 -1.53 -0.03 0.53
C 0.19 -1.37 -0.60 0.65
O -0.70 -1.88 0.19 -0.70
O 0.95 -2.26 -1.16 -0.62
H 0.67 -3.17 -0.98 0.51
O -0.99 2.06 -0.33 -0.60
C -0.42 2.00 0.77 0.35
C 0.75 1.12 0.94 0.19
O 1.06 0.33 -0.03 -0.51
Hg -0.44 1.09 -2.32 0.80
H -0.77 2.57 1.64 0.19
H 1.28 1.04 1.90 0.19
```

(2)
The molecule C5H7ClNP at a distorted geometry, computed with ωB97M-V with the def2-TZVPD basis set.

Calculated values
LUMO level: -0.0317 Eh
orbital gap: 7.70 eV
molecular weight: 147.5 u
total energy: -1050.84010 Eh
net charge: 0
SMILES string: C#P1CCN=C1CCl

Geometry as XYZ:
```
15
Properties=species:S:1:pos:R:3:nbo_charge:R:1
C 0.09 1.14 2.24 -0.61
P -0.56 0.69 0.73 0.77
C 0.57 1.34 -0.59 -0.70
C 0.85 0.10 -1.49 -0.24
N 0.16 -1.12 -1.05 -0.35
C -0.51 -1.09 0.01 0.04
C -1.47 -2.08 0.65 -0.38
Cl -1.44 -3.62 -0.38 -0.08
H -0.43 0.60 3.18 0.17
H 1.47 1.61 -0.20 0.24
H 0.17 2.14 -1.04 0.23
H 0.36 0.19 -2.45 0.22
H 1.80 -0.23 -1.47 0.21
H -2.44 -1.77 0.52 0.23
H -1.08 -2.27 1.65 0.24
```

(3)
A structure of composition C23H13Cl5N2NiO3 at a distorted geometry, computed with ωB97M-V with the def2-TZVPD basis set.

Calculated values
LUMO level (spin up / spin down): -0.0443 / -0.0446 Eh
orbital gap (spin up / spin down): 6.68 / 6.67 eV
molecular weight: 601.3 u
total energy: -5028.74512 Eh
net charge: 0

Geometry as XYZ:
```
47
Properties=species:S:1:pos:R:3:nbo_charge:R:1
Ni -0.94 -0.48 -0.40 1.19
C -1.76 -0.01 -3.46 -0.25
O -0.72 -0.25 -2.51 -0.53
C 0.59 -0.15 -2.90 0.27
C 0.99 -0.04 -4.22 -0.27
C 2.35 0.04 -4.51 -0.19
C 3.29 0.01 -3.49 -0.22
C 2.88 -0.11 -2.17 -0.22
C 1.52 -0.18 -1.87 0.14
N 1.01 -0.30 -0.56 -0.32
N 1.85 -0.21 0.38 -0.12
C 1.58 -0.28 1.67 -0.07
C 0.25 -0.49 2.19 0.45
O -0.74 -0.79 1.47 -0.64
C 0.06 -0.36 3.61 -0.29
C 1.10 -0.16 4.45 -0.08
C 2.45 -0.06 3.97 -0.14
C 3.53 0.08 4.87 -0.16
C 4.82 0.14 4.41 -0.23
C 5.06 0.09 3.03 -0.19
C 4.02 -0.02 2.14 -0.21
C 2.70 -0.11 2.59 0.08
H -1.80 -0.81 -4.19 0.19
H -1.59 0.95 -3.96 0.20
H -2.68 0.04 -2.89 0.22
H 0.27 -0.02 -5.02 0.23
H 2.66 0.12 -5.54 0.22
H 4.34 0.07 -3.72 0.22
H 3.59 -0.13 -1.37 0.24
H -0.95 -0.45 3.98 0.23
H 0.93 -0.07 5.51 0.22
H 3.31 0.12 5.93 0.21
H 5.64 0.23 5.11 0.22
H 6.08 0.14 2.67 0.21
H 4.22 -0.06 1.08 0.22
Cl -8.00 -0.48 -0.59 0.04
C -6.33 -0.05 -0.55 -0.14
C -5.35 -1.04 -0.60 -0.05
Cl -5.79 -2.70 -0.70 0.05
C -4.01 -0.68 -0.56 -0.20
Cl -2.77 -1.89 -0.62 0.02
C -3.56 0.66 -0.47 0.41
O -2.32 0.97 -0.43 -0.82
C -4.59 1.63 -0.45 -0.17
Cl -4.10 3.28 -0.39 0.04
C -5.93 1.29 -0.48 -0.05
Cl -7.13 2.52 -0.44 0.06
```

(4)
A cluster of 11 separate species, H22O11 in total at a distorted geometry, computed with ωB97M-V with the def2-TZVPD basis set.

Calculated values
LUMO level: -0.0134 Eh
orbital gap: 9.94 eV
molecular weight: 198.2 u
total energy: -840.84583 Eh
net charge: 0
SMILES string: O.O.O.O.O.O.O.O.O.O.O

Geometry as XYZ:
```
33
Properties=species:S:1:pos:R:3:nbo_charge:R:1
O -0.21 3.26 1.15 -0.97
H -1.15 3.51 1.15 0.47
H -0.17 2.50 1.77 0.51
O -0.53 2.62 -1.62 -1.00
H -0.16 3.06 -0.82 0.50
H -1.23 2.05 -1.25 0.49
O 0.59 -2.91 1.11 -0.98
H 0.22 -3.44 0.40 0.47
H 0.63 -1.96 0.79 0.49
O 0.33 -0.15 0.35 -1.00
H -0.59 -0.23 0.01 0.49
H 0.85 0.12 -0.43 0.50
O 3.16 -1.13 -2.43 -0.94
H 2.28 -0.84 -2.20 0.47
H 3.27 -0.90 -3.36 0.46
O -0.66 1.06 2.98 -0.99
H -0.12 0.48 2.41 0.51
H -1.00 0.49 3.68 0.49
O 3.34 1.23 1.43 -0.95
H 3.49 2.08 1.86 0.46
H 2.89 1.45 0.60 0.48
O -1.54 -3.37 -0.82 -0.96
H -2.18 -4.04 -1.12 0.48
H -1.08 -3.09 -1.63 0.49
O 2.12 1.33 -1.31 -0.99
H 1.54 1.96 -1.79 0.51
H 2.96 1.34 -1.78 0.49
O -3.06 -2.05 1.27 -0.97
H -2.41 -2.50 0.70 0.50
H -3.93 -2.28 0.91 0.46
O -2.20 0.29 -0.74 -0.97
H -2.77 -0.15 -1.38 0.49
H -2.68 0.22 0.11 0.51
```

(5)
A structure of composition C34H28Cl3FeN5O2, computed with ωB97M-V with the def2-TZVPD basis set.

Calculated values
LUMO level (spin up / spin down): 0.1635 / 0.1635 Eh
orbital gap (spin up / spin down): 5.24 / 5.24 eV
molecular weight: 700.8 u
total energy: -4381.06670 Eh
net charge: -2

Geometry as XYZ:
```
73
Properties=species:S:1:pos:R:3:mulliken_charge:R:1
Fe -0.54 -0.12 -0.52 -0.94
Cl 0.35 3.67 5.09 -0.28
C -0.28 2.51 3.95 -0.04
C 0.36 2.37 2.72 -0.37
C -0.12 1.46 1.79 -0.40
N 0.42 1.21 0.54 1.35
C 1.40 1.91 -0.01 0.36
O 2.09 2.85 0.44 -0.92
C 1.67 1.39 -1.41 -0.08
C 2.73 1.89 -2.16 -0.83
C 2.96 1.36 -3.41 -0.65
C 2.14 0.34 -3.88 -0.86
C 1.10 -0.10 -3.07 -0.26
N 0.86 0.42 -1.86 1.12
C -1.27 0.67 2.11 -0.83
C -1.89 0.82 3.34 -0.91
C -1.39 1.74 4.26 0.25
Cl -2.19 1.90 5.80 -0.28
N -1.68 -0.19 1.09 1.33
C -2.76 -0.96 1.15 0.35
O -3.57 -1.17 2.07 -0.92
C -3.00 -1.59 -0.21 0.03
C -4.13 -2.37 -0.42 -0.66
C -4.39 -2.84 -1.69 -0.49
C -3.53 -2.48 -2.72 -0.85
C -2.42 -1.71 -2.43 -0.14
N -2.14 -1.29 -1.19 0.74
H 1.22 2.98 2.47 0.64
H 3.32 2.68 -1.73 0.54
H 3.78 1.73 -4.02 0.38
H 2.29 -0.12 -4.85 0.45
H 0.45 -0.90 -3.38 0.13
H -2.75 0.22 3.58 0.59
H -4.77 -2.57 0.43 0.50
H -5.27 -3.45 -1.89 0.38
H -3.71 -2.80 -3.74 0.43
H -1.73 -1.41 -3.20 0.23
C 0.52 -2.49 3.02 -0.60
N 1.89 -2.01 2.96 0.13
C 2.81 -3.09 3.23 -1.00
C 2.18 -1.25 1.73 -0.42
C 1.91 -2.00 0.44 0.99
C 2.88 -2.93 0.08 -0.58
C 2.70 -3.84 -0.94 -0.86
C 1.48 -3.81 -1.60 -0.91
C 0.54 -2.84 -1.27 -0.28
C 0.69 -1.83 -0.29 1.13
H 0.27 -2.76 4.04 0.37
H 0.35 -3.36 2.37 0.28
H -0.15 -1.70 2.69 -0.03
H 2.63 -3.48 4.23 0.33
H 3.84 -2.73 3.18 0.30
H 2.71 -3.94 2.52 0.35
H 3.23 -0.95 1.79 0.76
H 1.57 -0.35 1.77 -1.23
H 3.82 -2.95 0.64 0.33
H 3.47 -4.56 -1.21 0.34
H 1.26 -4.53 -2.39 0.34
H -0.37 -2.87 -1.86 0.15
Cl 0.36 7.05 -0.97 -0.33
C -0.28 5.42 -1.12 0.47
C -1.05 4.88 -0.09 -0.87
C -1.56 3.61 -0.22 -0.17
C -1.32 2.81 -1.36 -0.04
C -1.79 1.44 -1.45 -1.28
C -0.52 3.39 -2.36 -0.14
C -0.01 4.67 -2.25 -0.86
H -1.24 5.46 0.80 0.39
H -2.14 3.19 0.59 0.33
H -1.85 1.10 -2.49 0.38
H -2.75 1.30 -0.94 0.54
H -0.30 2.82 -3.26 0.25
H 0.61 5.09 -3.04 0.37
```

(6)
A cluster of 8 separate species, C16H37Cl3N15O9 in total at a distorted geometry, computed with ωB97M-V with the def2-TZVPD basis set.

Calculated values
LUMO level: -0.1992 Eh
orbital gap: 5.49 eV
molecular weight: 689.9 u
total energy: -3510.91754 Eh
net charge: +1

Geometry as XYZ:
```
80
Properties=species:S:1:pos:R:3:mulliken_charge:R:1
C 2.30 -0.52 -1.26 -1.19
C 0.87 -1.20 -0.96 0.16
Cl 1.26 -2.99 -0.69 -0.30
C -0.09 -1.15 -2.22 -0.57
Cl 0.82 -0.84 -3.79 -0.16
N -1.26 -0.24 -2.10 0.25
C -2.23 -0.33 -3.14 -0.08
C -3.46 0.48 -3.21 -0.63
C -3.76 1.46 -2.08 0.16
C -5.09 2.29 -2.15 0.35
O -5.10 3.50 -2.25 -0.42
O -6.30 1.58 -2.10 -0.42
C -2.73 1.56 -1.00 0.05
Cl -3.01 2.70 0.36 -0.14
C -1.49 0.69 -1.08 0.02
H 2.21 0.49 -1.75 0.36
H 2.83 -0.45 -0.25 0.32
H 2.91 -1.24 -1.89 0.41
H 0.42 -0.85 0.02 0.30
H -0.52 -2.20 -2.35 0.52
H -2.04 -1.05 -3.99 0.45
H -4.21 0.39 -4.05 0.40
H -6.14 0.66 -1.80 0.37
H -0.74 0.83 -0.25 0.60
C 1.66 -0.47 -7.91 0.64
O 2.15 -1.50 -7.46 -0.64
N 1.81 -0.11 -9.21 -0.38
N 0.93 0.39 -7.15 -0.25
H 1.42 0.73 -9.60 0.16
H 2.35 -0.72 -9.80 0.23
H 0.80 0.14 -6.19 0.11
H 0.52 1.23 -7.50 0.17
C -5.44 5.18 2.14 0.76
O -4.75 4.50 2.90 -0.67
N -6.24 6.17 2.56 -0.29
N -5.44 4.97 0.79 -0.15
H -6.81 6.73 1.96 0.14
H -6.27 6.35 3.56 0.13
H -4.85 4.23 0.45 -0.02
H -5.99 5.50 0.14 0.16
C -8.06 6.44 5.81 0.70
O -7.85 6.96 4.73 -0.68
N -9.28 6.47 6.41 -0.42
N -7.10 5.78 6.51 -0.36
H -9.48 6.04 7.30 0.16
H -10.02 6.95 5.92 0.22
H -6.19 5.73 6.11 0.20
H -7.26 5.34 7.40 0.18
C 2.38 -5.82 -8.37 0.58
O 2.87 -6.55 -9.22 -0.64
N 2.65 -4.50 -8.29 -0.27
N 1.52 -6.29 -7.42 -0.36
H 2.26 -3.88 -7.59 0.18
H 3.29 -4.12 -8.97 0.16
H 1.29 -7.27 -7.45 0.21
H 1.11 -5.71 -6.71 0.15
C 1.87 -1.50 2.86 0.69
O 1.33 -0.53 2.35 -0.65
N 2.18 -1.56 4.18 -0.46
N 2.19 -2.61 2.15 -0.10
H 2.62 -2.35 4.62 0.18
H 1.96 -0.75 4.74 0.22
H 1.96 -2.59 1.16 0.05
H 2.63 -3.42 2.54 0.14
C 5.93 0.33 4.15 0.60
O 5.16 1.25 4.36 -0.66
N 7.28 0.51 4.04 -0.38
N 5.52 -0.96 4.02 -0.18
H 7.93 -0.23 3.87 0.15
H 7.62 1.45 4.13 0.23
H 4.53 -1.13 4.10 0.14
H 6.14 -1.73 3.85 0.13
C 5.95 -4.35 6.00 0.67
O 5.32 -3.80 5.10 -0.61
N 5.37 -5.22 6.86 -0.41
N 7.27 -4.13 6.20 -0.37
H 5.87 -5.68 7.61 0.16
H 4.39 -5.41 6.74 0.21
H 7.73 -3.49 5.58 0.19
H 7.80 -4.57 6.93 0.17
```